Density functional theory data (ωB97M-V/def2-TZVPD) for C17H24CrN3O7S2Si as an isolated structure in a non-equilibrium geometry.

Properties
* spin multiplicity: 4
* E_LUMO (spin up / spin down): -0.22 / -0.24 eV
* HOMO level (spin up / spin down): -7.842 / -7.964 eV
* gap between HOMO and LUMO (spin up / spin down): 7.63 / 7.73 eV
* <S²>: 3.78
* energy relative to the best compared isomer or geometry (same formula, charge and spin): 48.5 kJ/mol
* calculated total energy: -3483.5408 a.u.

The geometry in XYZ format:
```
55
Properties=species:S:1:pos:R:3:forces:R:3
Cr -1.128020 0.399151 0.486311 0.306 -1.314 -0.246
O -2.753166 -3.532004 4.851910 0.776 1.371 -1.292
C -2.412079 -2.765128 3.969448 -0.610 -1.457 -0.278
C -1.409867 -3.038225 2.783065 0.058 0.240 0.575
O -0.787675 -4.036947 2.521807 -0.033 -0.391 0.152
C -1.404974 -1.794394 2.028530 -0.949 1.241 -0.762
C -2.358233 -0.885862 2.448223 0.257 -0.522 0.490
O -2.525976 0.276720 1.857425 0.323 -0.332 0.125
C -3.033680 -1.398621 3.622497 0.330 0.643 0.977
O -3.821568 -0.790240 4.294297 -0.856 -0.025 0.454
O -0.767819 -1.451520 0.937085 0.943 -0.361 -0.098
C 5.444517 2.083908 -1.109251 0.150 -0.664 -0.806
Si 4.037093 1.878594 0.031552 -0.039 0.890 1.236
C 3.572838 3.598444 0.696568 1.008 0.006 -1.041
C 4.476998 0.740960 1.468692 -1.600 0.822 -0.296
C 2.593211 1.121427 -0.862725 -0.447 -0.589 -0.854
C 2.675434 0.620302 -2.154671 0.697 0.164 -0.696
C 1.739924 -0.178109 -2.814175 0.709 -0.187 -0.615
C 0.580047 -0.374555 -2.123072 -0.554 0.694 0.879
N 0.325479 0.242706 -0.948225 1.859 0.519 0.515
C 1.351948 0.914835 -0.278019 -1.790 -0.462 -0.094
S 0.865372 1.493455 1.308020 -0.600 -0.572 -0.555
H 6.255969 2.576550 -0.594097 0.268 0.262 0.053
H 5.121128 2.669663 -1.969972 0.242 0.131 -0.087
H 5.806252 1.109850 -1.462288 0.051 0.190 -0.041
H 2.509845 3.702272 0.711444 -0.725 0.039 0.656
H 3.910910 4.438071 0.051909 0.137 -0.594 0.239
H 4.067353 3.696006 1.663178 -0.412 0.224 0.183
H 5.386022 1.043186 1.980625 0.229 -0.506 -0.133
H 4.347441 -0.275100 1.104237 0.758 -0.287 0.265
H 3.631240 0.887899 2.162029 0.331 -0.087 0.032
H 3.527948 0.885729 -2.745863 0.731 -0.046 -0.076
H 1.977021 -0.627185 -3.829710 -0.576 0.660 1.549
H -0.207438 -0.981412 -2.487179 -0.754 -0.540 -0.378
C -3.333414 4.291856 -0.839524 0.078 2.371 1.809
O -3.698996 3.014040 -1.292679 -0.222 -0.635 -0.574
C -2.971739 1.998346 -0.969876 0.457 -3.255 0.494
O -1.926075 2.005556 -0.335008 0.414 2.141 0.260
N -3.421754 0.734857 -1.342941 0.308 1.999 0.062
N -2.779150 -0.358664 -0.788884 0.999 -1.163 -0.883
H -4.251329 4.875055 -0.896625 0.194 0.112 -0.678
H -2.476195 4.786164 -1.317145 -0.446 -0.615 -0.553
H -3.103370 4.411094 0.241147 0.012 -1.146 -0.427
H -4.317428 0.653643 -1.728663 -1.391 -0.300 -0.527
H -2.577317 -1.112229 -1.490866 0.055 0.926 0.548
H -3.285635 -0.806250 -0.042345 -0.623 0.170 0.376
C -0.134880 -4.041886 -1.244486 -0.290 -0.232 -0.250
S -1.848617 -3.795974 -1.762770 -0.277 0.605 -1.057
C -2.856683 -4.067016 -0.323175 0.044 -0.388 0.296
H 0.071845 -3.436716 -0.366466 0.388 0.615 -0.368
H 0.406360 -3.809082 -2.212333 -0.142 -0.272 1.539
H 0.011489 -5.067227 -0.886413 0.066 -0.007 -0.594
H -2.279763 -4.724201 0.283733 0.284 -0.755 0.708
H -3.773607 -4.590555 -0.596088 0.035 0.241 -0.056
H -3.047232 -3.211239 0.311801 -0.159 0.430 -0.156
```
Forces are in eV/Å.